{
  "formula": "C17H19N",
  "method": "the ωB97M-V functional and the def2-TZVPD basis",
  "elements": ["C", "C", "C", "C", "C", "C", "C", "C", "H", "H", "H", "H", "H", "H", "H", "H", "H", "H", "C", "C", "C", "C", "C", "C", "C", "C", "C", "N", "H", "H", "H", "H", "H", "H", "H", "H", "H"],
  "coordinates": [[-1.185, 2.433, -0.846], [-2.474, 2.406, -1.701], [-1.365, 1.639, 0.450], [-0.488, 0.650, 0.817], [-2.225, 2.196, 1.422], [-0.663, -0.020, 2.041], [-2.142, 1.735, 2.721], [-1.554, 0.479, 2.957], [-0.449, 1.865, -1.395], [-0.799, 3.410, -0.573], [-2.871, 3.428, -1.651], [0.357, 0.398, 0.195], [-2.865, 3.059, 1.288], [-0.174, -0.934, 2.240], [-2.459, 2.320, 3.575], [-1.784, 0.009, 3.897], [-3.205, 1.691, -1.363], [-2.262, 2.340, -2.757], [-0.364, -1.071, -2.566], [1.739, -2.206, 0.301], [1.610, -1.415, -0.834], [0.456, -1.828, -1.580], [0.071, -2.985, -0.960], [2.842, -2.175, 1.182], [3.692, -1.115, 0.993], [3.558, -0.223, -0.101], [2.505, -0.322, -0.972], [0.813, -3.230, 0.158], [2.766, -2.867, 2.006], [4.337, -0.785, 1.781], [0.613, -3.908, 0.865], [4.272, 0.585, -0.173], [-0.833, -3.468, -1.301], [2.228, 0.441, -1.692], [-1.366, -1.485, -2.644], [0.150, -1.007, -3.526], [-0.484, -0.035, -2.253]],
  "atomic_forces_ev_per_a": [[-0.579, -2.103, 0.278], [0.578, 2.229, 0.283], [-0.019, 1.819, 0.018], [-0.073, -0.494, 0.448], [0.479, -0.083, 0.972], [-0.882, 0.487, -0.604], [-0.198, -0.785, -0.200], [0.156, 1.010, 0.227], [0.689, 0.259, -0.224], [-0.132, 0.211, -0.397], [-0.611, -0.306, 0.232], [-0.203, -0.171, -0.213], [0.301, 0.153, -0.602], [0.752, -0.798, 0.135], [-0.771, -0.129, -0.162], [0.411, -0.252, 0.294], [-0.155, -0.256, -0.014], [0.152, -0.635, -0.345], [0.737, 0.267, -0.306], [0.960, -2.097, -0.816], [0.341, 1.891, 0.015], [0.182, -0.622, 1.090], [-1.118, 1.052, -0.856], [-1.711, 0.721, -0.508], [-0.157, 0.313, 0.143], [-0.214, 0.049, 0.319], [-0.709, -0.473, -0.147], [0.048, 0.029, 0.386], [0.708, 0.134, 0.347], [0.809, -0.377, 0.178], [-0.049, -0.219, -0.071], [-0.105, 0.146, -0.007], [0.095, -0.657, 0.669], [0.599, -0.022, -0.226], [0.052, -0.160, -0.283], [-0.331, -0.164, -0.266], [-0.032, 0.029, 0.213]],
  "nbo_charge": [-0.42, -0.62, 0.00, -0.23, -0.23, -0.20, -0.19, -0.23, 0.20, 0.22, 0.21, 0.22, 0.21, 0.21, 0.21, 0.21, 0.22, 0.21, -0.63, 0.13, -0.11, -0.09, -0.02, -0.24, -0.22, -0.23, -0.19, -0.53, 0.21, 0.21, 0.41, 0.21, 0.21, 0.21, 0.22, 0.21, 0.21],
  "fmax_ha_per_bohr": 0.0476,
  "orbital_gap_ha": 0.320,
  "lumo_ev": 0.86,
  "multiplicity": 1,
  "homo_ev": -7.8,
  "energy_ev": -19426.378
}

{
  "formula": "C17H19N3O3S",
  "method": "the ωB97M-V functional and the def2-TZVPD basis",
  "elements": ["S", "C", "N", "C", "C", "N", "C", "C", "H", "H", "H", "H", "C", "C", "C", "C", "C", "O", "H", "H", "H", "H", "H", "H", "H", "H", "H", "N", "C", "C", "C", "C", "C", "C", "H", "O", "C", "O", "H", "H", "H", "H", "H"],
  "coordinates": [[0.989, 4.171, -0.896], [1.211, 2.729, -0.114], [0.201, 1.884, 0.174], [-1.133, 2.126, -0.330], [-1.771, 0.795, -0.712], [-1.828, -0.070, 0.450], [-0.485, -0.338, 0.928], [0.191, 0.979, 1.304], [1.203, 0.795, 1.661], [-0.392, 1.444, 2.111], [-0.548, -0.967, 1.820], [0.120, -0.869, 0.172], [-2.572, -1.297, 0.196], [-4.016, -1.017, -0.050], [-4.745, -0.960, -1.202], [-6.069, -0.635, -0.818], [-6.043, -0.518, 0.536], [-4.808, -0.749, 1.008], [-6.807, -0.288, 1.251], [-6.915, -0.509, -1.463], [-4.388, -1.132, -2.197], [-2.164, -1.852, -0.667], [-2.483, -1.923, 1.088], [-2.788, 0.974, -1.066], [-1.193, 0.330, -1.533], [-1.068, 2.786, -1.196], [-1.741, 2.613, 0.441], [2.484, 2.406, 0.290], [3.104, 1.154, 0.231], [4.274, 0.954, 0.957], [4.946, -0.264, 0.937], [4.404, -1.270, 0.175], [3.241, -1.068, -0.570], [2.578, 0.132, -0.573], [1.706, 0.292, -1.182], [2.927, -2.215, -1.246], [3.941, -3.144, -0.921], [4.848, -2.554, -0.017], [3.487, -4.036, -0.460], [4.473, -3.442, -1.839], [5.852, -0.415, 1.498], [4.668, 1.765, 1.548], [3.111, 3.201, 0.275]],
  "atomic_forces_ev_per_a": [[0.027, 0.518, -0.236], [-0.021, 0.339, -0.013], [0.277, -0.037, -0.081], [-0.370, -0.117, -0.484], [-0.048, 0.286, 0.169], [-0.024, -0.081, 0.008], [0.059, 0.157, 0.168], [0.131, -0.460, 0.287], [-0.124, 0.037, 0.002], [0.091, -0.034, -0.026], [0.036, -0.012, -0.029], [-0.020, 0.007, 0.047], [-0.175, 0.173, 0.174], [0.208, -0.286, -0.931], [0.439, -0.123, 0.499], [-0.172, 0.110, 0.526], [-0.600, 0.078, -0.652], [0.314, -0.006, 0.434], [-0.024, 0.019, 0.177], [-0.230, 0.047, -0.059], [0.170, -0.054, -0.180], [-0.068, 0.000, 0.082], [0.045, -0.067, -0.101], [0.072, 0.024, -0.033], [-0.024, 0.009, -0.011], [-0.034, -0.099, 0.168], [0.046, 0.031, -0.053], [-0.017, 0.257, 0.322], [0.329, -0.564, 0.057], [-0.289, 0.169, -0.079], [-0.011, -0.441, -0.248], [-0.444, 0.247, -0.237], [0.526, 0.017, 0.393], [0.114, -0.141, -0.087], [-0.122, 0.003, -0.070], [-0.258, 0.502, 0.031], [0.126, -1.195, -0.440], [0.190, 0.298, 0.298], [0.073, 0.258, -0.050], [-0.109, 0.156, 0.202], [0.134, -0.014, 0.085], [0.003, 0.096, 0.110], [-0.227, -0.106, -0.137]],
  "nbo_charge": [-0.24, 0.31, -0.44, -0.23, -0.24, -0.43, -0.23, -0.23, 0.23, 0.20, 0.21, 0.17, -0.26, 0.27, -0.31, -0.32, 0.09, -0.39, 0.20, 0.23, 0.23, 0.18, 0.22, 0.22, 0.16, 0.25, 0.20, -0.62, 0.15, -0.25, -0.24, 0.20, 0.32, -0.33, 0.24, -0.49, 0.24, -0.48, 0.16, 0.16, 0.23, 0.22, 0.42],
  "fmax_ha_per_bohr": 0.0249,
  "orbital_gap_ha": 0.310,
  "lumo_ev": 0.65,
  "multiplicity": 1,
  "homo_ev": -7.8,
  "energy_ev": -39384.227
}

{
  "formula": "C17H19N3O4S",
  "method": "the ωB97M-V functional and the def2-TZVPD basis",
  "elements": ["C", "H", "H", "H", "S", "C", "C", "C", "C", "C", "C", "O", "C", "C", "C", "C", "N", "O", "C", "O", "N", "C", "C", "H", "C", "C", "H", "C", "O", "N", "H", "H", "H", "H", "H", "H", "H", "H", "H", "H", "H", "H", "H", "H"],
  "coordinates": [[-4.410, -0.567, -2.585], [-3.960, -1.516, -2.307], [-4.864, -0.641, -3.568], [-3.676, 0.230, -2.567], [-5.767, -0.192, -1.431], [-4.902, -0.250, 0.121], [-5.318, -1.149, 1.087], [-4.674, -1.215, 2.310], [-3.601, -0.380, 2.559], [-3.182, 0.534, 1.604], [-3.837, 0.622, 0.383], [-3.533, 1.518, -0.604], [-2.458, 2.401, -0.423], [-1.131, 1.709, -0.409], [0.007, 1.907, 0.319], [0.899, 0.915, -0.169], [0.313, 0.206, -1.105], [-0.934, 0.689, -1.259], [2.285, 0.768, 0.334], [2.706, 1.600, 1.141], [3.040, -0.247, -0.097], [2.685, -1.339, -0.976], [3.405, -2.528, -0.349], [2.833, -2.901, 0.502], [4.723, -1.911, 0.118], [4.382, -0.455, 0.444], [4.362, -0.241, 1.519], [5.385, 0.521, -0.221], [6.171, 0.169, -1.072], [5.298, 1.768, 0.263], [5.860, 2.490, -0.159], [4.506, 2.022, 0.845], [5.455, -1.913, -0.692], [5.149, -2.429, 0.974], [3.552, -3.342, -1.055], [3.078, -1.136, -1.978], [1.605, -1.454, -1.038], [0.210, 2.627, 1.082], [-2.568, 2.998, 0.491], [-2.508, 3.073, -1.288], [-2.348, 1.180, 1.829], [-3.080, -0.428, 3.503], [-5.003, -1.919, 3.058], [-6.152, -1.796, 0.864]],
  "atomic_forces_ev_per_a": [[-0.243, 0.074, 0.358], [0.076, -0.057, -0.086], [-0.006, -0.035, -0.109], [0.059, -0.024, -0.083], [0.105, -0.003, -0.011], [-0.138, 0.136, -0.595], [0.110, 0.083, 0.018], [0.022, -0.023, 0.167], [-0.086, -0.069, 0.010], [0.153, 0.296, -0.119], [-0.111, -0.181, 0.173], [-0.177, -0.185, 0.080], [0.147, 0.114, -0.151], [0.703, 0.257, 0.674], [-0.528, -0.183, -0.465], [-1.036, 0.349, -0.219], [0.901, -0.396, -0.014], [-0.621, 0.385, 0.000], [0.439, -0.209, -0.010], [-0.385, 0.058, 0.116], [0.042, 0.133, 0.156], [-0.316, -0.581, -0.363], [0.007, 0.156, 0.022], [-0.068, -0.020, -0.024], [0.012, -0.034, -0.071], [0.499, 0.087, 0.188], [-0.026, -0.043, -0.130], [-0.252, -0.195, 0.363], [0.257, -0.117, -0.336], [0.081, 0.639, 0.147], [-0.003, -0.102, -0.036], [0.122, -0.079, -0.102], [-0.034, -0.005, 0.100], [0.042, 0.025, 0.015], [-0.033, -0.048, -0.016], [-0.081, -0.045, -0.002], [0.257, -0.068, -0.053], [0.003, 0.171, 0.184], [0.073, -0.072, -0.120], [0.012, -0.062, 0.210], [0.057, 0.037, 0.017], [0.047, -0.006, 0.077], [-0.025, -0.067, 0.076], [-0.055, -0.091, -0.041]],
  "nbo_charge": [-0.73, 0.22, 0.23, 0.23, 0.23, -0.26, -0.18, -0.24, -0.19, -0.32, 0.36, -0.50, -0.11, 0.28, -0.32, 0.04, -0.11, -0.25, 0.66, -0.66, -0.38, -0.23, -0.40, 0.20, -0.42, -0.14, 0.23, 0.67, -0.62, -0.82, 0.40, 0.43, 0.25, 0.22, 0.22, 0.20, 0.25, 0.26, 0.20, 0.23, 0.22, 0.22, 0.22, 0.23],
  "fmax_ha_per_bohr": 0.0217,
  "orbital_gap_ha": 0.325,
  "lumo_ev": 0.44,
  "multiplicity": 1,
  "homo_ev": -8.4,
  "energy_ev": -41432.379
}